{
  "formula": "C35H50ClF5N7O6PbTe",
  "method": "the ωB97M-V functional and the def2-TZVPD basis",
  "symbols": ["Pb", "C", "N", "C", "C", "N", "N", "C", "N", "N", "H", "H", "H", "H", "H", "H", "H", "H", "H", "H", "H", "F", "Te", "F", "F", "F", "F", "O", "C", "C", "C", "C", "Cl", "C", "C", "C", "O", "C", "C", "O", "O", "H", "H", "H", "H", "H", "H", "H", "H", "C", "C", "C", "C", "C", "C", "C", "C", "C", "C", "C", "C", "O", "H", "H", "H", "H", "H", "H", "H", "H", "H", "H", "H", "H", "H", "H", "H", "H", "H", "C", "C", "N", "C", "C", "C", "O", "C", "C", "C", "C", "N", "C", "H", "H", "H", "H", "H", "H", "H", "H", "H", "H", "H", "H", "H", "H"],
  "coordinates": [[-2.44636, -1.35471, -0.19847], [-0.04294, -2.51459, 4.56353], [0.08449, -3.47945, 3.49059], [-0.06297, -4.83688, 3.98313], [-0.36799, -3.14228, 2.22852], [-0.96706, -2.08445, 1.86616], [0.03106, -4.09280, 1.28291], [-0.37500, -4.20503, -0.02067], [0.35213, -5.12683, -0.75294], [-1.33428, -3.53040, -0.50090], [0.71653, -2.73079, 5.31675], [-1.02392, -2.55149, 5.04412], [0.12142, -1.51099, 4.18795], [0.72386, -5.04083, 4.71377], [0.00116, -5.57369, 3.18735], [-1.03255, -4.95428, 4.47927], [-1.21543, -1.41346, 2.58263], [0.84410, -4.63205, 1.54278], [0.75851, -5.91647, -0.27929], [-0.02832, -5.33104, -1.66423], [-1.55726, -3.68591, -1.47707], [-3.46683, -1.49347, 5.57239], [-3.53694, -0.89201, 3.71706], [-5.33020, -1.59350, 3.85421], [-4.25168, 0.69126, 4.53624], [-3.03428, -2.79196, 3.55909], [-1.82373, -0.18938, 4.33687], [-3.53004, -0.38340, 2.06030], [0.93958, 1.67576, -4.78734], [-0.38566, 1.76452, -5.46858], [-0.75890, 2.89708, -6.16750], [-2.00200, 2.96627, -6.77531], [-2.43825, 4.38939, -7.66763], [-2.90624, 1.93041, -6.65555], [-2.54706, 0.79614, -5.95007], [-1.28645, 0.68683, -5.37124], [-0.82812, -0.41998, -4.74335], [-1.65303, -1.56896, -4.65667], [-2.72813, -1.49660, -3.50852], [-3.71378, -0.79695, -3.67086], [-2.46915, -2.24958, -2.52600], [1.52132, 2.57944, -4.95136], [1.49643, 0.81451, -5.15534], [0.77903, 1.53598, -3.71944], [-0.07980, 3.73462, -6.22895], [-3.89052, 2.00291, -7.09214], [-3.28788, 0.02764, -5.78950], [-0.96851, -2.38983, -4.43013], [-2.15179, -1.75372, -5.61642], [2.56373, 0.02005, -2.24961], [1.77917, 0.30363, -0.96199], [1.20162, -1.00518, -0.44266], [0.79272, 1.44617, -1.15782], [1.39707, 2.68975, -1.27633], [0.67577, 3.84189, -1.50286], [-0.69964, 3.74511, -1.55088], [-1.36161, 2.53861, -1.39517], [-2.87101, 2.65424, -1.50742], [-3.72661, 1.73095, -0.64316], [-3.28670, 2.48566, -2.97199], [-0.62334, 1.33044, -1.23651], [-1.21697, 0.16647, -1.20481], [3.37456, -0.68206, -2.04793], [2.99558, 0.93705, -2.64373], [1.90793, -0.41578, -2.99748], [2.51305, 0.67451, -0.23078], [0.51720, -1.41994, -1.17389], [0.65036, -0.85157, 0.47892], [2.00776, -1.72128, -0.26785], [2.47654, 2.74751, -1.20114], [1.17078, 4.79420, -1.62469], [-1.28449, 4.64259, -1.71308], [-3.10251, 3.68579, -1.20338], [-3.85245, 0.77137, -1.14260], [-4.71546, 2.16967, -0.51067], [-3.29746, 1.56434, 0.34001], [-3.14728, 1.45122, -3.27026], [-2.69021, 3.12111, -3.62490], [-4.33840, 2.73477, -3.10458], [3.56373, -1.72882, 2.70777], [3.75222, -0.29972, 2.20376], [3.90529, 0.68547, 3.24980], [5.07863, 0.59048, 4.09998], [4.68361, 0.15814, 5.50796], [3.17455, 1.82934, 3.36118], [3.55340, 2.75691, 4.06096], [1.84713, 1.89476, 2.69373], [1.39376, 3.09560, 2.15343], [0.08754, 3.18076, 1.71271], [-0.71626, 2.05071, 1.80125], [-0.30375, 0.90989, 2.32240], [0.93313, 0.84728, 2.77155], [3.42707, -2.38114, 1.84935], [2.68593, -1.80761, 3.34258], [4.42993, -2.07466, 3.26596], [2.89178, -0.02649, 1.59819], [4.64126, -0.26449, 1.55826], [5.54708, 1.57808, 4.14857], [5.78095, -0.11404, 3.65322], [4.01793, 0.90433, 5.93092], [5.56271, 0.07434, 6.13969], [4.16711, -0.79776, 5.48802], [2.07425, 3.93282, 2.10095], [-0.31090, 4.10071, 1.31503], [-1.74260, 2.06720, 1.47265], [1.21816, -0.07834, 3.24924]],
  "lowdin_charge": [1.54, -0.07, -0.16, -0.06, -0.42, 0.08, 0.14, -0.51, 0.14, 0.04, 0.09, 0.08, 0.05, 0.09, 0.07, 0.10, -0.01, 0.14, 0.09, 0.10, 0.04, -0.41, 1.81, -0.41, -0.41, -0.40, -0.40, -0.69, -0.03, -0.19, -0.08, -0.69, 0.63, -0.11, -0.02, -0.23, -0.02, -0.09, -0.65, 0.02, -0.22, 0.08, 0.09, 0.06, 0.11, 0.10, 0.10, 0.12, 0.12, -0.06, -0.35, -0.09, -0.14, -0.09, -0.11, -0.07, -0.14, -0.35, -0.08, -0.04, -0.30, -0.30, 0.07, 0.07, 0.08, 0.11, 0.06, 0.04, 0.07, 0.11, 0.09, 0.11, 0.12, 0.03, 0.09, 0.03, 0.06, 0.08, 0.08, -0.06, -0.21, -0.06, -0.21, -0.07, -0.41, 0.06, -0.11, 0.01, -0.03, -0.10, 0.09, -0.10, 0.07, 0.06, 0.07, 0.08, 0.13, 0.12, 0.11, 0.07, 0.07, 0.06, 0.12, 0.11, 0.10, 0.10],
  "charge": -1,
  "homo_ev": -5.0,
  "relative_energy_kcal_mol": 19.26,
  "gap_ev": 6.6534,
  "e_tot_ha": -3619.021200
}


{
  "formula": "C3H11N4",
  "method": "the ωB97M-V functional and the def2-TZVPD basis",
  "symbols": ["C", "C", "C", "N", "N", "N", "N", "H", "H", "H", "H", "H", "H", "H", "H", "H", "H", "H"],
  "coordinates": [[0.74415, -0.41445, -1.20372], [-0.32399, -0.73944, 2.11701], [-0.80187, 1.34385, 0.82219], [0.87554, -0.50441, 0.05582], [1.88357, -0.64827, -1.91203], [-0.38852, -0.01641, -1.87161], [-0.57872, -0.14049, 0.80717], [-1.16968, -0.44338, 2.77687], [-0.35122, -1.83176, 1.97623], [0.53869, -0.35423, 2.42299], [-1.34900, 1.73833, 0.01306], [-1.28590, 1.77054, 1.73607], [0.22529, 1.94341, 0.79687], [2.61819, -1.06429, -1.36252], [1.86955, -0.83212, -2.91276], [-1.10004, 0.50682, -1.41804], [-0.24190, 0.21128, -2.87409], [-1.16415, -0.52499, 0.03050]],
  "lowdin_spin": [0.18, 0.02, 0.05, 0.96, 0.23, 0.07, 0.42, 0.01, 0.00, 0.00, 0.00, 0.01, 0.02, 0.00, 0.02, 0.00, 0.00, 0.01],
  "charge": 1,
  "s2": 2.0131,
  "homo_ev": [-9.8, -15.0],
  "spin_multiplicity": 3,
  "relative_energy_kcal_mol": 42.56,
  "gap_ev": [6.7473, 8.0548],
  "e_tot_ha": -339.464566
}


{
  "formula": "C4H21N11",
  "method": "the ωB97M-V functional and the def2-TZVPD basis",
  "symbols": ["N", "N", "C", "N", "C", "N", "N", "C", "N", "N", "N", "N", "C", "N", "N", "H", "H", "H", "H", "H", "H", "H", "H", "H", "H", "H", "H", "H", "H", "H", "H", "H", "H", "H", "H", "H"],
  "coordinates": [[-2.78482, -0.15925, 0.04129], [-1.32461, -0.24788, 0.08132], [-1.01656, 1.09934, 0.25043], [-1.79467, 1.99626, -0.87605], [0.52630, 1.45679, 0.26936], [0.85023, 1.83116, -1.11703], [0.78696, 2.53350, 1.14568], [1.17234, 0.02774, 0.74119], [0.80641, -0.44459, 2.04096], [2.71627, -0.06152, 0.62637], [0.85095, -0.85330, -0.39643], [1.72554, -1.88500, -0.58022], [-0.63723, -1.36337, -0.47552], [-0.75601, -2.55535, 0.35531], [-1.09885, -1.68198, -1.81609], [-3.06662, -0.30358, 1.03557], [-3.18138, -0.93520, -0.52266], [-1.44913, 1.36165, 1.28028], [-2.76245, 1.73810, -0.54314], [-1.43063, 2.89758, -0.65933], [-1.58735, 1.56356, -1.78913], [1.75438, 2.29775, -1.22520], [0.71689, 1.05250, -1.80778], [0.75919, 3.41394, 0.62596], [0.09100, 2.82015, 1.83337], [1.10576, -1.39198, 2.15829], [0.94656, 0.10749, 2.86247], [3.02930, 0.80836, 0.04044], [2.66670, -0.94478, 0.05792], [3.25997, -0.15061, 1.42877], [1.78362, -2.30861, -1.49642], [1.53264, -2.65571, 0.18301], [-1.37916, -3.16774, -0.17650], [-1.11536, -2.37147, 1.24870], [-0.89541, -0.93468, -2.55105], [-0.80073, -2.58929, -2.27414]],
  "lowdin_charge": [0.08, -0.12, -0.20, 0.24, -0.47, 0.09, 0.11, -0.38, 0.15, 0.24, -0.11, 0.03, -0.54, 0.14, 0.10, 0.13, 0.12, 0.18, 0.15, 0.13, 0.16, 0.11, 0.11, 0.11, 0.11, 0.09, 0.11, 0.20, 0.06, 0.13, 0.13, 0.17, 0.11, 0.07, 0.12, 0.13],
  "charge": 2,
  "homo_ev": -16.2,
  "relative_energy_kcal_mol": 39.85,
  "gap_ev": 10.2495,
  "e_tot_ha": -766.647801,
  "smiles": "NN1[C@H]([NH3+])C(N)(N)[C@](N)([NH3+])N(N)C1(N)N"
}


How do the records compare in F_max? In the order shown, they have 0.1286 0.1501 0.1100 Eh/bohr.